[1]
# C45H80O21S7

A 11-piece molecular cluster, C45H80O21S7 overall (ωB97M-V/def2-TZVPD, the Open Molecules 2025 dataset).

The total energy comes out at -6129.6764 hartree. Its spin multiplicity is 1. The frontier orbital gap comes out at 0.32542 Eh. As for the structure (SMILES): CCOS(C)(=O)=O.CCOS(C)(=O)=O.CCOS(C)(=O)=O.CCOS(C)(=O)=O.CCOS(C)(=O)=O.CCOS(C)(=O)=O.CCOS(C)(=O)=O.c1ccccc1.c1ccccc1.c1ccccc1.c1ccccc1. The energy above the lowest of the compared OMol25 structures with the same formula, charge and spin comes out at 115.2 kJ/mol. The LUMO energy comes out at -0.04 eV. As for the highest occupied orbital energy: -8.89 eV.

Geometry (Å):
C: 2.42 -16.93 10.30
C: 2.65 -18.14 9.43
O: 2.08 -19.26 10.09
S: 0.43 -19.66 10.11
C: 0.18 -20.36 8.45
O: 0.23 -20.76 11.06
O: -0.41 -18.40 10.22
H: 3.15 -16.20 9.95
H: 2.74 -17.17 11.31
H: 1.42 -16.49 10.21
H: 2.19 -18.11 8.44
H: 3.74 -18.22 9.43
H: 0.31 -19.60 7.68
H: -0.85 -20.70 8.31
H: 0.91 -21.13 8.19
C: -4.28 -21.51 13.45
C: -3.64 -21.26 12.06
O: -4.70 -21.56 11.16
S: -4.47 -21.45 9.54
C: -4.43 -19.64 9.37
O: -3.15 -22.03 9.26
O: -5.65 -22.00 8.84
H: -4.87 -22.41 13.58
H: -4.95 -20.67 13.63
H: -3.47 -21.42 14.19
H: -3.18 -20.28 11.96
H: -2.74 -21.87 12.14
H: -3.59 -19.09 9.81
H: -5.36 -19.34 9.86
H: -4.38 -19.31 8.33
C: -9.11 -19.61 10.49
C: -9.60 -18.21 10.23
O: -10.65 -18.19 11.12
S: -10.84 -16.78 12.01
C: -11.51 -15.54 10.76
O: -11.93 -16.91 13.03
O: -9.51 -16.30 12.35
H: -9.87 -20.35 10.24
H: -8.85 -19.79 11.53
H: -8.27 -19.86 9.83
H: -8.85 -17.48 10.50
H: -9.91 -18.12 9.19
H: -11.04 -15.51 9.77
H: -11.38 -14.56 11.22
H: -12.59 -15.62 10.86
C: 1.16 -28.43 9.16
C: 0.83 -27.18 8.38
O: -0.52 -26.76 8.61
S: -0.94 -25.83 9.92
C: -0.27 -24.17 9.39
O: -2.43 -25.63 9.97
O: -0.19 -26.34 11.03
H: 0.33 -29.11 9.33
H: 1.53 -28.22 10.16
H: 1.92 -28.99 8.61
H: 1.49 -26.35 8.65
H: 0.89 -27.29 7.30
H: -0.90 -23.83 8.56
H: 0.75 -24.31 9.04
H: -0.31 -23.46 10.21
C: -6.10 -24.85 4.16
C: -5.99 -24.46 5.59
O: -6.93 -25.28 6.25
S: -6.38 -26.34 7.38
C: -6.24 -25.13 8.83
O: -7.44 -27.31 7.65
O: -5.08 -26.80 6.96
H: -6.06 -25.91 3.90
H: -5.49 -24.21 3.53
H: -7.13 -24.51 4.01
H: -5.03 -24.56 6.10
H: -6.45 -23.49 5.76
H: -6.62 -24.23 8.36
H: -5.16 -25.01 8.94
H: -6.86 -25.44 9.68
C: -0.13 -14.04 7.85
C: -1.26 -15.13 7.88
O: -0.90 -16.02 6.85
S: -2.03 -16.68 5.81
C: -2.61 -15.07 4.96
O: -1.28 -17.48 4.82
O: -3.15 -17.23 6.57
H: -0.20 -13.39 6.98
H: 0.83 -14.54 7.82
H: -0.01 -13.36 8.69
H: -1.50 -15.74 8.75
H: -2.23 -14.70 7.67
H: -1.82 -14.41 4.60
H: -3.34 -14.53 5.56
H: -3.06 -15.35 4.01
C: -7.61 -18.35 14.33
C: -7.98 -18.29 15.86
O: -7.83 -19.56 16.33
S: -8.07 -19.77 18.02
C: -6.45 -19.19 18.71
O: -9.13 -18.92 18.54
O: -8.07 -21.20 18.41
H: -7.86 -17.35 13.99
H: -8.24 -19.01 13.74
H: -6.54 -18.41 14.13
H: -7.36 -17.57 16.40
H: -9.02 -18.02 16.03
H: -6.36 -19.44 19.77
H: -6.50 -18.13 18.95
H: -5.59 -19.43 18.08
C: -2.11 -16.62 13.68
C: -2.66 -17.64 14.48
C: -1.84 -18.66 14.95
C: -0.46 -18.58 14.69
C: 0.10 -17.54 14.00
C: -0.75 -16.60 13.43
H: -2.72 -15.79 13.35
H: -3.71 -17.53 14.71
H: -2.17 -19.51 15.53
H: 0.15 -19.39 15.05
H: 1.13 -17.71 13.73
H: -0.27 -15.80 12.88
C: -8.42 -22.36 12.72
C: -9.60 -22.73 12.09
C: -10.82 -22.89 12.72
C: -10.79 -22.62 14.05
C: -9.66 -22.20 14.75
C: -8.47 -22.10 14.10
H: -7.47 -22.33 12.20
H: -9.61 -22.79 11.02
H: -11.71 -23.21 12.21
H: -11.66 -22.87 14.64
H: -9.59 -21.90 15.78
H: -7.54 -21.81 14.57
C: -4.59 -16.37 10.58
C: -5.01 -16.09 9.31
C: -6.34 -15.68 9.12
C: -7.14 -15.48 10.18
C: -6.64 -15.67 11.46
C: -5.39 -16.20 11.71
H: -3.52 -16.49 10.70
H: -4.31 -16.11 8.49
H: -6.76 -15.63 8.12
H: -8.17 -15.20 10.01
H: -7.29 -15.31 12.25
H: -5.01 -16.32 12.71
C: -2.13 -25.09 15.70
C: -2.02 -24.32 16.85
C: -1.43 -23.13 16.80
C: -1.02 -22.64 15.57
C: -1.10 -23.40 14.46
C: -1.58 -24.69 14.52
H: -2.54 -26.09 15.73
H: -2.53 -24.67 17.74
H: -1.38 -22.71 17.79
H: -0.61 -21.64 15.57
H: -0.72 -22.95 13.55
H: -1.63 -25.37 13.69

[2]
# C45H84F3N5O5

A 6-piece molecular cluster, C45H84F3N5O5 overall (ωB97M-V/def2-TZVPD, the Open Molecules 2025 dataset).

The total energy comes out at -2713.9103 hartree. Its spin multiplicity is 1. The frontier orbital gap comes out at 0.20167 Eh. As for the structure (SMILES): CC(=O)OC(=O)Cc1cccc2c1C(=O)C(C(F)(F)F)=CC2=O.CCN(CC)CC.CCN(CC)CC.CCN(CC)CC.CCN(CC)CC.CCN(CC)CC. The LUMO energy comes out at -2.31 eV. As for the highest occupied orbital energy: -7.80 eV.

Geometry (Å):
C: 9.81 -2.41 0.39
C: 8.93 -2.40 -1.01
O: 8.78 -1.20 -1.61
O: 8.43 -3.68 -1.52
C: 7.04 -3.94 -1.10
O: 6.09 -4.23 -2.01
C: 6.63 -3.86 0.48
C: 5.02 -3.73 0.78
C: 4.23 -5.01 1.46
C: 2.62 -5.00 1.86
C: 1.81 -3.58 1.52
C: 2.55 -2.27 0.83
C: 4.18 -2.36 0.45
C: 4.82 -1.00 -0.26
O: 5.73 -1.00 -1.24
C: 4.20 0.44 0.33
C: 5.27 1.67 0.48
F: 5.97 1.98 -0.82
F: 6.40 1.32 1.43
F: 4.56 2.91 0.89
C: 2.73 0.53 0.68
C: 1.76 -0.83 0.51
O: 0.48 -0.79 0.13
H: 9.89 -3.53 0.71
H: 9.15 -1.83 1.19
H: 10.85 -1.88 0.27
H: 7.16 -2.98 1.08
H: 6.98 -4.88 0.99
H: 4.88 -5.99 1.66
H: 2.06 -5.92 2.37
H: 0.65 -3.48 1.78
H: 2.27 1.54 1.09
C: -3.87 -2.24 3.00
C: -3.50 -2.17 1.52
N: -2.88 -3.39 1.01
C: -2.25 -3.23 -0.30
C: -3.15 -2.89 -1.48
C: -3.64 -4.63 1.18
C: -5.04 -4.69 0.58
H: -3.01 -2.52 3.61
H: -4.22 -1.26 3.34
H: -4.68 -2.95 3.18
H: -2.78 -1.34 1.41
H: -4.38 -1.89 0.94
H: -1.67 -4.12 -0.54
H: -1.50 -2.43 -0.22
H: -3.73 -3.76 -1.80
H: -2.54 -2.58 -2.33
H: -3.84 -2.07 -1.26
H: -3.73 -4.83 2.26
H: -3.06 -5.48 0.80
H: -5.63 -3.79 0.79
H: -5.59 -5.54 1.00
H: -5.01 -4.84 -0.50
C: -5.19 1.50 2.08
C: -6.60 1.19 2.57
N: -6.94 1.83 3.84
C: -8.16 1.30 4.45
C: -9.48 1.51 3.71
C: -6.80 3.29 3.89
C: -7.59 4.11 2.87
H: -4.45 1.26 2.84
H: -4.97 0.90 1.19
H: -5.08 2.55 1.79
H: -6.66 0.10 2.70
H: -7.32 1.45 1.78
H: -8.27 1.71 5.47
H: -8.02 0.22 4.60
H: -9.82 2.54 3.78
H: -10.26 0.88 4.16
H: -9.41 1.23 2.65
H: -5.74 3.54 3.77
H: -7.04 3.65 4.89
H: -7.52 3.71 1.86
H: -7.20 5.13 2.84
H: -8.65 4.19 3.15
C: 2.81 -0.64 -3.05
C: 2.35 -0.86 -4.48
N: 2.51 0.31 -5.35
C: 1.80 0.19 -6.62
C: 2.26 -0.90 -7.59
C: 3.85 0.88 -5.43
C: 4.98 -0.03 -5.90
H: 2.32 0.24 -2.61
H: 2.56 -1.51 -2.43
H: 3.89 -0.49 -2.98
H: 1.29 -1.13 -4.44
H: 2.87 -1.74 -4.89
H: 1.82 1.16 -7.15
H: 0.74 0.02 -6.40
H: 3.20 -0.64 -8.07
H: 1.51 -1.02 -8.38
H: 2.37 -1.87 -7.10
H: 4.12 1.27 -4.44
H: 3.83 1.77 -6.07
H: 4.97 -1.01 -5.41
H: 5.95 0.43 -5.67
H: 4.96 -0.18 -6.98
C: 6.59 2.80 7.11
C: 6.75 3.15 5.63
N: 6.14 4.43 5.25
C: 6.03 4.61 3.80
C: 7.33 4.69 3.00
C: 6.59 5.60 5.99
C: 8.08 5.92 5.98
H: 5.54 2.84 7.41
H: 6.96 1.79 7.30
H: 7.16 3.48 7.75
H: 6.26 2.34 5.06
H: 7.81 3.11 5.37
H: 5.43 5.50 3.59
H: 5.44 3.77 3.40
H: 7.83 5.65 3.14
H: 7.10 4.60 1.93
H: 8.03 3.89 3.25
H: 6.28 5.49 7.04
H: 6.04 6.49 5.65
H: 8.70 5.04 6.17
H: 8.30 6.65 6.78
H: 8.39 6.38 5.04
C: -7.09 -0.38 -1.85
C: -7.55 -0.61 -3.28
N: -7.39 0.56 -4.15
C: -8.10 0.44 -5.42
C: -7.64 -0.65 -6.39
C: -6.05 1.13 -4.23
C: -4.92 0.22 -4.70
H: -7.58 0.49 -1.41
H: -7.34 -1.26 -1.23
H: -6.01 -0.24 -1.78
H: -8.61 -0.88 -3.24
H: -7.03 -1.48 -3.69
H: -8.08 1.41 -5.94
H: -9.16 0.27 -5.20
H: -6.70 -0.39 -6.87
H: -8.39 -0.77 -7.18
H: -7.53 -1.62 -5.90
H: -5.78 1.52 -3.24
H: -6.07 2.02 -4.87
H: -4.93 -0.76 -4.21
H: -3.95 0.68 -4.47
H: -4.94 0.07 -5.78

[3]
# C45H87N7O21

A 12-piece molecular cluster, C45H87N7O21 overall (ωB97M-V/def2-TZVPD, the Open Molecules 2025 dataset).

The total energy comes out at -3729.9520 hartree. Its spin multiplicity is 1. The frontier orbital gap comes out at 0.26265 Eh. As for the structure (SMILES): O=C1C=C(O)C(=O)C=C1O.O=C1C=C(O)C(=O)C=C1O.CN(C)C=O.CN(C)C=O.CN(C)C=O.CN(C)C=O.CN(C)C=O.CN(C)C=O.CN(C)C=O.COCCOC.COCCOC.COCCOC. The LUMO energy comes out at -1.72 eV. As for the highest occupied orbital energy: -8.87 eV.

Geometry (Å):
O: 0.46 7.52 -1.26
C: 0.71 6.58 -0.52
C: 1.07 5.31 -1.07
C: 1.58 4.33 -0.32
O: 2.04 3.21 -0.91
C: 1.84 4.43 1.16
O: 2.35 3.63 1.91
C: 1.42 5.76 1.72
C: 0.90 6.72 0.92
O: 0.71 7.95 1.42
H: 0.96 5.22 -2.14
H: 2.77 2.78 -0.44
H: 1.60 5.98 2.76
H: 0.29 8.51 0.76
O: 2.68 -3.98 -2.05
C: 1.86 -4.75 -2.50
C: 1.96 -5.40 -3.80
C: 1.05 -6.24 -4.32
O: 1.23 -6.88 -5.48
C: -0.25 -6.53 -3.61
O: -1.04 -7.24 -4.19
C: -0.33 -5.91 -2.29
C: 0.63 -5.13 -1.74
O: 0.38 -4.56 -0.56
H: 2.96 -5.28 -4.22
H: 0.42 -7.42 -5.56
H: -1.22 -6.13 -1.72
H: 1.11 -3.97 -0.31
C: 5.12 1.31 -2.74
N: 5.42 0.52 -1.55
C: 6.51 -0.34 -1.74
C: 4.74 0.64 -0.40
O: 3.84 1.42 -0.15
H: 4.54 2.20 -2.48
H: 4.57 0.80 -3.54
H: 6.06 1.60 -3.19
H: 7.53 0.07 -1.79
H: 6.66 -1.20 -1.08
H: 6.49 -0.91 -2.68
H: 5.05 -0.04 0.41
C: 1.69 -5.23 2.43
N: 1.14 -6.46 1.88
C: 2.05 -7.54 1.50
C: -0.17 -6.66 2.05
O: -0.75 -7.73 1.92
H: 2.73 -5.07 2.12
H: 1.87 -5.43 3.50
H: 1.14 -4.32 2.25
H: 2.66 -7.08 0.72
H: 2.68 -7.92 2.30
H: 1.45 -8.27 0.97
H: -0.68 -5.75 2.41
C: 5.20 1.90 3.02
N: 6.07 0.91 3.63
C: 5.38 -0.15 4.33
C: 7.28 1.32 4.06
O: 7.97 0.76 4.89
H: 5.73 2.33 2.17
H: 4.88 2.70 3.69
H: 4.29 1.49 2.58
H: 6.08 -0.96 4.55
H: 4.89 0.15 5.26
H: 4.52 -0.62 3.83
H: 7.53 2.35 3.73
C: -3.13 -3.90 -0.30
N: -3.25 -3.28 1.03
C: -2.49 -3.85 2.12
C: -4.24 -2.40 1.23
O: -4.59 -1.97 2.33
H: -3.18 -3.06 -1.00
H: -3.90 -4.63 -0.52
H: -2.09 -4.18 -0.46
H: -2.84 -3.53 3.09
H: -2.63 -4.93 1.96
H: -1.41 -3.72 2.14
H: -4.86 -2.07 0.39
C: -1.75 2.96 -0.76
N: -1.67 4.00 -1.76
C: -2.25 5.26 -1.31
C: -1.14 3.78 -2.98
O: -1.15 4.62 -3.87
H: -1.34 3.16 0.23
H: -1.41 1.99 -1.12
H: -2.82 2.75 -0.69
H: -2.04 6.11 -1.96
H: -3.34 5.18 -1.35
H: -1.82 5.41 -0.32
H: -0.61 2.81 -3.08
C: -1.07 0.13 1.38
N: 0.19 -0.46 0.95
C: 1.20 0.46 0.54
C: 0.38 -1.77 1.21
O: 1.47 -2.30 1.06
H: -1.48 0.84 0.67
H: -0.99 0.62 2.36
H: -1.84 -0.64 1.46
H: 0.86 1.26 -0.12
H: 1.72 0.97 1.35
H: 1.84 -0.09 -0.15
H: -0.46 -2.38 1.54
C: 1.39 -0.42 4.09
N: 0.12 -0.75 4.63
C: -0.55 0.27 5.37
C: -0.35 -2.02 4.57
O: 0.15 -2.98 3.99
H: 2.00 -0.09 4.95
H: 1.45 0.43 3.40
H: 1.85 -1.28 3.61
H: -0.54 1.24 4.84
H: -1.58 0.18 5.68
H: 0.07 0.53 6.24
H: -1.33 -2.14 5.05
C: -6.03 3.76 1.07
O: -4.80 3.76 1.79
C: -4.85 2.92 2.91
C: -3.64 3.19 3.74
O: -2.46 2.75 3.08
C: -1.34 3.45 3.62
H: -5.99 4.37 0.17
H: -6.77 4.22 1.72
H: -6.29 2.74 0.79
H: -4.86 1.86 2.61
H: -5.74 3.10 3.52
H: -3.70 2.72 4.73
H: -3.64 4.26 3.99
H: -1.28 3.84 4.64
H: -1.40 4.38 3.03
H: -0.44 2.99 3.23
C: -0.99 -0.93 -3.14
O: -0.12 0.17 -3.03
C: 1.24 -0.12 -2.76
C: 2.06 -0.67 -3.92
O: 2.22 0.12 -5.09
C: 1.15 0.97 -5.45
H: -1.14 -1.62 -2.30
H: -0.64 -1.59 -3.96
H: -1.93 -0.52 -3.50
H: 1.33 -0.90 -2.00
H: 1.77 0.75 -2.36
H: 1.57 -1.64 -4.11
H: 3.05 -1.02 -3.62
H: 0.16 0.53 -5.65
H: 1.43 1.48 -6.37
H: 0.95 1.70 -4.66
C: -4.16 0.15 -1.14
O: -4.90 -0.30 -2.24
C: -5.90 0.54 -2.79
C: -5.30 1.37 -3.94
O: -4.62 0.50 -4.82
C: -3.98 1.18 -5.86
H: -3.97 1.22 -1.30
H: -3.18 -0.33 -1.03
H: -4.74 0.06 -0.21
H: -6.34 1.21 -2.04
H: -6.65 -0.17 -3.11
H: -4.66 2.16 -3.54
H: -6.10 1.87 -4.50
H: -3.23 1.91 -5.53
H: -4.69 1.69 -6.51
H: -3.33 0.48 -6.39

Q: The lowest frontier orbital gap belongs to which entry?
A: C45H84F3N5O5